1.
{"formula": "C3H2N2O3S", "method": "wB97M-V/def2-TZVPD", "relative_energy_ev": 4.039, "lumo_ev": [-1.46, -2.04], "total_charge": 0, "gap_ev": [7.65, 7.11], "total_energy_ev": -23095.566, "spin_multiplicity": 1, "symbols": ["C", "C", "C", "N", "N", "O", "O", "O", "S", "H", "H"], "coordinates": [[-1.48446, -0.37323, 0.03254], [-1.45536, 0.96915, -0.04460], [-0.23692, -0.97375, -0.53222], [0.59459, 0.09120, -0.96344], [2.11172, 0.05455, 0.50871], [0.11600, -2.12255, -0.67266], [2.66968, -0.96628, 0.53685], [2.11500, 1.07243, 1.12412], [0.04489, 1.59876, -0.64861], [-2.18799, -1.06493, 0.38540], [-2.28714, 1.71465, 0.27390]], "atomic_forces_ev_per_a": [[1.471, 0.345, -0.868], [-2.306, 0.991, 1.463], [-0.262, 0.728, 0.121], [2.426, 0.855, 0.108], [-1.364, 0.397, -0.102], [-0.454, 0.374, 0.268], [0.635, -0.358, 0.145], [0.346, -0.638, -0.361], [-0.812, -0.845, -0.724], [-1.270, -0.280, 0.534], [1.591, -1.571, -0.584]]}



2.
{"formula": "C3H2N2OS", "method": "wB97M-V/def2-TZVPD", "relative_energy_ev": 2.347, "lumo_ev": -2.12, "total_charge": 0, "gap_ev": 7.61, "total_energy_ev": -19003.205, "spin_multiplicity": 1, "symbols": ["C", "C", "C", "N", "N", "O", "S", "H", "H"], "coordinates": [[1.21748, 0.41574, 0.11992], [0.72564, -0.84562, -0.01561], [0.33814, 1.53382, 0.09121], [-0.29881, 2.45992, -0.08577], [-0.55933, -1.07699, -0.14654], [-3.09504, -0.97182, -0.39661], [-1.85857, -0.34192, 0.32942], [2.22059, 0.50307, 0.16737], [1.30991, -1.67621, -0.06339]], "atomic_forces_ev_per_a": [[-2.656, -1.599, -0.143], [0.039, 4.005, 1.042], [1.763, -1.099, -0.244], [-1.200, 1.398, 0.075], [-4.926, -0.156, -0.051], [4.322, 2.384, 2.685], [-2.367, -3.681, -3.374], [3.103, 0.869, 0.101], [1.922, -2.122, -0.091]]}